# C38H96F4HgN8O22S4

C38H96F4HgN8O22S4 as an isolated structure at a distorted geometry (wB97M-V/def2-TZVPD, the OMol25 dataset).

Last column: Löwdin charge in e.
Cartesian coordinates (Å):
Hg (2.981, -0.442, -3.765)  1.221
N (2.387, -0.814, -5.860)  -0.389
S (2.962, -0.807, -7.253)  0.424
O (2.499, 0.127, -8.329)  -0.330
O (3.717, -2.026, -7.628)  -0.337
F (4.244, 0.123, -6.739)  -0.284
S (0.932, -1.452, -6.564)  0.561
O (0.990, -2.863, -6.942)  -0.297
O (0.060, -0.525, -7.213)  -0.279
F (0.251, -1.566, -5.039)  -0.272
N (1.362, -0.763, -2.367)  -0.355
S (-0.194, -0.014, -2.211)  0.604
O (-0.294, 0.993, -1.166)  -0.297
O (-1.419, -0.801, -2.512)  -0.286
F (-0.090, 0.888, -3.611)  -0.232
S (1.062, -1.557, -1.069)  0.426
O (0.113, -2.660, -1.062)  -0.278
O (1.243, -0.907, 0.214)  -0.284
F (2.425, -2.435, -1.193)  -0.219
C (1.678, 3.510, -4.862)  -0.239
C (2.576, 2.437, -5.486)  -0.209
O (3.364, 1.750, -4.526)  -0.165
O (2.383, 4.677, -4.494)  -0.066
H (1.039, 3.069, -4.096)  0.099
H (1.028, 3.821, -5.679)  0.125
H (3.190, 2.870, -6.276)  0.133
H (1.911, 1.699, -5.935)  0.102
H (3.952, 2.411, -4.153)  0.098
H (1.741, 5.389, -4.556)  0.080
C (0.192, 5.302, -1.401)  -0.094
O (0.313, 5.172, 0.038)  -0.190
C (-0.109, 3.806, 0.520)  -0.170
C (0.227, 3.644, 1.950)  -0.235
N (-0.019, 4.799, 2.846)  -0.048
C (0.349, 4.446, 4.206)  -0.218
C (0.001, 5.628, 5.152)  -0.212
O (0.838, 6.681, 4.740)  -0.181
C (1.011, 7.698, 5.699)  -0.126
H (0.753, 6.083, -1.913)  0.074
H (-0.833, 5.606, -1.614)  0.083
H (0.437, 4.351, -1.875)  0.066
H (0.509, 3.024, 0.077)  0.097
H (-1.191, 3.680, 0.549)  0.112
H (1.297, 3.435, 1.951)  0.113
H (-0.250, 2.720, 2.276)  0.126
H (0.550, 5.553, 2.488)  0.101
H (1.349, 4.027, 4.313)  0.115
H (-0.324, 3.599, 4.337)  0.111
H (0.274, 5.274, 6.146)  0.112
H (-1.061, 5.860, 5.078)  0.123
H (1.458, 7.316, 6.617)  0.078
H (0.147, 8.261, 6.051)  0.082
H (1.713, 8.452, 5.342)  0.084
C (-6.305, 3.800, 1.055)  -0.075
O (-5.634, 2.843, 0.146)  -0.190
C (-4.233, 3.040, 0.073)  -0.253
C (-3.477, 2.306, -1.008)  -0.209
N (-3.860, 2.871, -2.299)  -0.044
C (-3.009, 2.287, -3.413)  -0.179
C (-3.547, 2.739, -4.781)  -0.225
O (-2.594, 2.812, -5.851)  -0.203
C (-2.247, 1.531, -6.389)  -0.093
H (-6.032, 3.572, 2.085)  0.071
H (-7.369, 3.864, 0.826)  0.081
H (-5.950, 4.825, 0.951)  0.072
H (-3.766, 2.818, 1.032)  0.109
H (-4.144, 4.109, -0.118)  0.112
H (-3.794, 1.264, -0.966)  0.117
H (-2.403, 2.276, -0.825)  0.093
H (-4.786, 2.506, -2.472)  0.101
H (-3.061, 1.198, -3.404)  0.102
H (-1.994, 2.655, -3.262)  0.109
H (-4.054, 3.698, -4.672)  0.110
H (-4.388, 2.110, -5.072)  0.112
H (-2.959, 1.282, -7.175)  0.089
H (-2.047, 0.782, -5.622)  0.079
H (-1.273, 1.750, -6.827)  0.077
C (-3.157, -1.551, 0.134)  -0.099
O (-4.058, -0.793, 0.936)  -0.188
C (-3.570, -0.558, 2.275)  -0.205
C (-4.558, 0.205, 3.174)  -0.172
N (-5.697, -0.685, 3.483)  -0.043
C (-6.854, -0.104, 4.139)  -0.215
C (-7.896, -1.227, 4.474)  -0.200
O (-7.222, -2.149, 5.356)  -0.197
C (-8.215, -2.962, 5.967)  -0.128
H (-3.066, -2.546, 0.570)  0.074
H (-2.147, -1.150, 0.222)  0.074
H (-3.361, -1.638, -0.933)  0.079
H (-2.657, 0.033, 2.203)  0.111
H (-3.224, -1.501, 2.697)  0.099
H (-4.895, 1.177, 2.814)  0.106
H (-3.857, 0.431, 3.977)  0.105
H (-5.451, -1.517, 4.000)  0.104
H (-7.390, 0.684, 3.610)  0.110
H (-6.615, 0.413, 5.068)  0.105
H (-8.323, -1.661, 3.570)  0.123
H (-8.665, -0.744, 5.077)  0.106
H (-9.048, -2.481, 6.481)  0.083
H (-7.694, -3.490, 6.766)  0.082
H (-8.542, -3.725, 5.260)  0.088
C (6.184, 1.326, 7.249)  -0.124
O (5.920, -0.072, 7.074)  -0.218
C (4.459, -0.340, 6.949)  -0.169
C (4.279, -1.608, 6.073)  -0.195
N (4.265, -1.231, 4.657)  -0.073
C (3.797, -2.275, 3.778)  -0.203
C (3.847, -1.720, 2.343)  -0.208
O (5.124, -1.300, 1.891)  -0.193
C (5.781, -2.282, 1.153)  -0.124
H (7.118, 1.369, 7.810)  0.080
H (5.453, 1.892, 7.826)  0.078
H (6.288, 1.788, 6.267)  0.083
H (4.005, 0.506, 6.432)  0.107
H (4.037, -0.377, 7.953)  0.110
H (3.389, -2.172, 6.351)  0.116
H (5.168, -2.206, 6.274)  0.112
H (5.216, -1.027, 4.383)  0.110
H (2.773, -2.544, 4.034)  0.116
H (4.474, -3.126, 3.855)  0.113
H (3.301, -0.778, 2.404)  0.118
H (3.279, -2.251, 1.579)  0.111
H (6.622, -1.803, 0.651)  0.085
H (5.090, -2.663, 0.400)  0.079
H (6.160, -3.095, 1.771)  0.089
C (3.165, 1.864, -1.122)  -0.054
O (3.756, 0.838, -1.957)  -0.318
C (4.994, 0.247, -1.401)  -0.152
C (5.401, -1.045, -2.095)  -0.202
N (5.266, -0.738, -3.532)  -0.105
C (5.575, -1.973, -4.325)  -0.162
C (4.665, -3.149, -4.063)  -0.190
O (3.310, -2.794, -3.809)  -0.317
C (2.404, -3.849, -3.751)  -0.108
H (2.724, 1.433, -0.223)  0.084
H (2.417, 2.389, -1.715)  0.085
H (3.925, 2.553, -0.753)  0.092
H (4.996, -0.044, -0.351)  0.113
H (5.741, 1.021, -1.576)  0.126
H (4.708, -1.804, -1.729)  0.102
H (6.442, -1.273, -1.867)  0.127
H (5.942, -0.013, -3.725)  0.129
H (6.587, -2.294, -4.077)  0.114
H (5.674, -1.724, -5.381)  0.114
H (5.056, -3.845, -3.321)  0.127
H (4.579, -3.694, -5.003)  0.132
H (2.560, -4.450, -2.855)  0.095
H (2.389, -4.488, -4.634)  0.101
H (1.386, -3.461, -3.784)  0.085
C (-0.925, -3.035, 3.211)  -0.145
O (-1.077, -3.695, 2.000)  -0.197
C (-1.308, -5.085, 2.192)  -0.192
C (-1.665, -5.695, 0.781)  -0.169
N (-0.623, -5.406, -0.262)  -0.045
C (-0.946, -5.910, -1.603)  -0.190
C (-2.143, -5.188, -2.231)  -0.214
O (-3.334, -5.813, -1.801)  -0.214
C (-4.531, -5.161, -2.141)  -0.104
H (-1.741, -3.060, 3.932)  0.085
H (-0.733, -1.984, 2.992)  0.086
H (0.028, -3.325, 3.654)  0.078
H (-2.124, -5.269, 2.890)  0.114
H (-0.386, -5.548, 2.545)  0.113
H (-2.609, -5.274, 0.436)  0.094
H (-1.873, -6.758, 0.908)  0.110
H (-0.593, -4.397, -0.297)  0.042
H (-1.132, -6.984, -1.585)  0.116
H (-0.062, -5.770, -2.225)  0.102
H (-1.936, -5.202, -3.301)  0.121
H (-2.177, -4.155, -1.885)  0.115
H (-4.522, -4.103, -1.877)  0.079
H (-5.422, -5.652, -1.750)  0.087
H (-4.493, -5.196, -3.230)  0.084

Forces on atoms 1 to 3 (eV/Å):
Hg -0.275 0.317 -1.238
N -4.880 -0.913 1.584
S 6.075 1.350 -7.024

The total charge is -1. As for the expectation value of S²: 0.76. The calculation puts the HOMO-LUMO gap (spin up / spin down) at 4.102 / 7.860 eV. As for the multiplicity: 2. The value obtained for the total energy is -156299.1869 eV.